A structure of composition C17H12BKN8S2 in a non-equilibrium geometry, computed with the ωB97M-V functional and the def2-TZVPD basis.

XYZ file:
```
41
C17H12BKN8S2, DFT the ωB97M-V functional and the def2-TZVPD basis
K 14.170 8.420 6.982
C 15.533 5.142 10.461
C 14.910 6.337 10.113
N 15.458 6.989 9.088
N 16.528 6.189 8.720
C 16.549 5.072 9.458
B 17.586 6.803 7.751
N 17.205 6.403 6.206
C 17.691 5.404 5.467
C 16.679 4.908 4.695
C 15.611 5.784 4.899
N 15.889 6.670 5.840
N 17.621 8.393 7.752
C 18.565 9.150 8.278
C 18.274 10.515 8.097
C 17.077 10.449 7.347
N 16.738 9.206 7.111
H 15.349 4.443 11.266
H 14.019 6.789 10.590
H 17.272 4.319 9.209
H 18.717 6.397 7.936
H 18.756 5.037 5.624
H 16.806 4.076 4.031
H 14.610 5.775 4.444
H 19.421 8.681 8.779
H 18.948 11.326 8.318
H 16.499 11.330 7.015
S 11.729 6.650 8.316
C 10.546 7.285 7.346
C 9.744 6.419 6.605
C 8.762 6.867 5.736
C 7.879 5.859 5.253
N 7.184 5.008 4.848
C 8.621 8.233 5.393
C 9.404 9.135 6.062
C 10.346 8.779 7.063
S 11.338 9.934 7.681
C 7.669 8.804 4.509
N 7.051 9.334 3.683
H 9.927 5.366 6.695
H 9.367 10.150 5.795
```

Values from the calculation:
- Frontier orbital gap: 4.61 eV
- Total charge: -2
- E_LUMO: 4.153 eV